[1]
{
  "formula": "C28H84O17",
  "method": "the ωB97M-V functional and the def2-TZVPD basis",
  "elements": ["C", "C", "O", "H", "H", "H", "H", "H", "H", "C", "C", "O", "H", "H", "H", "H", "H", "H", "C", "C", "O", "H", "H", "H", "H", "H", "H", "C", "C", "O", "H", "H", "H", "H", "H", "H", "C", "C", "O", "H", "H", "H", "H", "H", "H", "C", "C", "O", "H", "H", "H", "H", "H", "H", "C", "C", "O", "H", "H", "H", "H", "H", "H", "C", "C", "O", "H", "H", "H", "H", "H", "H", "C", "C", "O", "H", "H", "H", "H", "H", "H", "C", "C", "O", "H", "H", "H", "H", "H", "H", "C", "C", "O", "H", "H", "H", "H", "H", "H", "C", "C", "O", "O", "H", "H", "H", "H", "H", "H", "C", "C", "O", "O", "H", "H", "H", "H", "H", "H", "C", "C", "O", "O", "H", "H", "H", "H", "H", "H"],
  "coordinates": [[-0.065, 0.510, 0.782], [0.035, -0.388, -0.404], [0.416, -1.646, 0.082], [0.932, 0.771, 1.137], [-0.698, 0.105, 1.572], [-0.608, 1.417, 0.506], [0.779, -0.002, -1.106], [-0.901, -0.399, -0.969], [0.434, -2.233, -0.680], [-2.258, -1.643, 3.707], [-3.271, -2.588, 3.098], [-2.926, -3.950, 3.370], [-2.330, -0.597, 3.412], [-1.242, -1.951, 3.453], [-2.376, -1.765, 4.785], [-3.281, -2.386, 2.026], [-4.223, -2.329, 3.565], [-3.494, -4.450, 2.778], [-0.538, 4.969, 1.507], [0.550, 4.088, 2.120], [1.649, 4.945, 2.370], [-1.216, 5.316, 2.286], [-1.113, 4.402, 0.774], [-0.195, 5.795, 0.884], [0.808, 3.246, 1.475], [0.227, 3.699, 3.088], [2.364, 4.434, 2.767], [-0.523, -4.012, -4.619], [0.372, -4.079, -3.359], [0.387, -2.893, -2.624], [-1.537, -3.702, -4.375], [-0.463, -5.025, -5.020], [-0.061, -3.342, -5.344], [1.352, -4.412, -3.711], [0.080, -4.888, -2.687], [0.950, -2.295, -3.132], [0.113, -5.311, 1.215], [0.288, -6.287, 0.107], [0.704, -7.552, 0.563], [1.029, -5.151, 1.783], [-0.671, -5.696, 1.868], [-0.196, -4.327, 0.858], [1.012, -6.002, -0.659], [-0.597, -6.416, -0.523], [-0.025, -7.906, 1.080], [-3.019, 1.933, 2.357], [-3.609, 3.183, 1.765], [-3.221, 3.289, 0.393], [-3.252, 1.748, 3.405], [-1.930, 1.986, 2.370], [-3.346, 1.108, 1.722], [-3.343, 4.098, 2.297], [-4.691, 3.095, 1.893], [-3.395, 4.228, 0.279], [0.973, 0.702, 4.534], [0.125, 0.626, 5.799], [-1.079, 1.298, 5.526], [0.462, 0.240, 3.687], [1.916, 0.159, 4.599], [1.162, 1.729, 4.222], [0.676, 1.136, 6.592], [0.015, -0.419, 6.096], [-1.590, 1.317, 6.340], [4.001, 1.213, -3.335], [3.876, 0.992, -1.834], [3.708, 2.261, -1.191], [3.240, 1.876, -3.748], [4.024, 0.264, -3.872], [4.910, 1.739, -3.631], [4.773, 0.516, -1.438], [3.077, 0.305, -1.548], [2.891, 2.653, -1.517], [-0.069, 0.125, -5.662], [0.647, -0.183, -4.342], [1.655, -1.144, -4.615], [-0.886, 0.846, -5.632], [-0.502, -0.790, -6.072], [0.650, 0.424, -6.426], [-0.081, -0.613, -3.652], [1.046, 0.758, -3.964], [1.613, -1.435, -5.529], [3.248, -2.876, 1.433], [2.651, -2.894, 2.841], [3.562, -2.348, 3.818], [2.469, -3.208, 0.746], [4.102, -3.542, 1.320], [3.531, -1.869, 1.124], [2.451, -3.941, 3.080], [1.708, -2.356, 2.946], [3.221, -2.532, 4.696], [1.558, 5.256, -1.695], [0.681, 4.005, -1.606], [1.214, 3.025, -2.462], [1.772, 5.591, -2.711], [2.556, 5.115, -1.280], [1.035, 6.062, -1.177], [-0.367, 4.246, -1.785], [0.836, 3.614, -0.600], [0.879, 3.146, -3.354], [-3.271, -2.214, -2.122], [-3.905, -2.346, -0.736], [-5.278, -2.621, -0.725], [-3.909, -1.103, -2.731], [-3.540, -3.087, -2.719], [-2.184, -2.117, -2.105], [-3.671, -1.415, -0.210], [-3.312, -3.039, -0.135], [-5.702, -1.894, -1.190], [-3.640, -0.331, -2.217], [-2.458, 1.796, -2.673], [-3.578, 2.344, -3.540], [-2.918, 2.970, -4.659], [-3.098, 1.258, -1.517], [-1.710, 2.583, -2.556], [-1.857, 1.083, -3.242], [-4.116, 3.111, -2.979], [-4.314, 1.624, -3.898], [-3.584, 3.013, -5.351], [-3.025, 1.875, -0.778], [4.265, 2.335, 2.171], [3.991, 0.844, 2.177], [4.385, 0.186, 3.395], [3.494, 2.998, 3.152], [3.876, 2.766, 1.249], [5.332, 2.534, 2.278], [4.507, 0.339, 1.358], [2.926, 0.710, 1.974], [4.244, -0.768, 3.324], [3.849, 2.735, 4.007]],
  "mulliken_charge": [1.932, 1.004, 0.035, -1.214, -0.524, -0.229, -0.532, -0.495, 0.019, -0.455, 0.273, -0.557, 0.030, -0.059, 0.422, -0.329, 0.344, 0.328, -0.843, 0.885, -0.682, 0.426, -0.180, 0.386, -0.630, 0.311, 0.343, -0.902, -0.322, -0.153, 0.122, 0.433, 0.171, 0.396, 0.134, 0.092, -0.299, -0.388, -0.569, 0.094, 0.402, -0.031, 0.226, 0.313, 0.322, -0.202, -0.660, -0.560, 0.454, -0.216, 0.027, 0.390, 0.401, 0.276, 0.089, -0.670, -0.420, -0.270, 0.439, -0.053, 0.413, 0.311, 0.254, -1.111, 0.414, -0.483, 0.125, 0.323, 0.370, 0.412, -0.311, 0.211, -1.710, 2.296, -0.619, 0.291, 0.433, 0.513, -0.812, -0.761, 0.353, -0.360, 0.080, -0.616, -0.016, 0.447, -0.111, 0.350, -0.035, 0.283, -1.305, 0.290, -0.293, 0.395, 0.248, 0.405, 0.505, -0.378, 0.232, 0.345, 0.159, -0.624, -0.680, 0.312, -0.357, -0.248, 0.359, 0.353, 0.388, 1.444, -0.598, -0.561, -0.541, -0.263, -0.527, 0.261, 0.346, 0.313, 0.052, -0.608, 0.817, -0.639, -0.539, 0.171, 0.390, 0.293, -0.558, 0.325, 0.306],
  "total_charge": 0,
  "energy_ev": -65201.615,
  "mol_weight_g_mol": 692.963,
  "largest_force_ha_per_bohr": 0.0388,
  "homo_lumo_gap_ev": 9.892,
  "relative_energy_kj_mol": 52.6,
  "spin_multiplicity": 1
}

[2]
{
  "formula": "C21H15ClFNOS",
  "method": "the ωB97M-V functional and the def2-TZVPD basis",
  "elements": ["F", "Cl", "N", "O", "S", "C", "C", "C", "C", "C", "C", "C", "C", "C", "C", "C", "C", "C", "C", "C", "C", "C", "C", "C", "C", "C", "H", "H", "H", "H", "H", "H", "H", "H", "H", "H", "H", "H", "H", "H", "H"],
  "coordinates": [[6.387, -0.752, 2.364], [0.664, -1.614, -1.824], [-1.451, -2.464, -0.477], [1.118, 0.987, -0.411], [-2.115, 1.489, -2.814], [-1.513, 1.964, -4.419], [-0.125, 2.065, -4.388], [0.461, 1.796, -3.096], [-0.494, 1.460, -2.148], [-0.710, -1.382, -0.763], [3.995, -0.837, 2.119], [5.290, 1.006, 1.230], [2.806, -0.196, 1.793], [4.127, 1.619, 0.863], [-4.460, -3.394, 1.483], [-4.841, -2.140, 1.940], [5.222, -0.209, 1.915], [2.898, 1.051, 1.171], [-1.033, -0.085, -0.318], [-3.328, -3.466, 0.657], [-4.091, -0.969, 1.622], [-2.177, 0.054, 0.478], [-2.563, -2.322, 0.248], [-2.952, -1.069, 0.772], [1.614, 1.707, 0.705], [-0.279, 1.161, -0.693], [-2.126, 2.133, -5.316], [0.531, 2.327, -5.235], [1.515, 1.847, -2.859], [3.981, -1.797, 2.590], [6.275, 1.489, 1.035], [1.800, -0.615, 1.973], [4.183, 2.598, 0.383], [-4.974, -4.310, 1.747], [-5.703, -2.099, 2.610], [-3.040, -4.438, 0.254], [-4.447, -0.037, 2.047], [-2.407, 1.030, 0.891], [0.902, 1.658, 1.538], [1.783, 2.773, 0.448], [-0.724, 1.981, -0.116]],
  "nbo_charge": [-0.325, 0.033, -0.408, -0.533, 0.397, -0.400, -0.247, -0.254, -0.200, 0.227, -0.279, -0.273, -0.176, -0.194, -0.211, -0.209, 0.404, -0.053, -0.113, -0.179, -0.173, -0.120, 0.152, -0.110, -0.071, 0.057, 0.246, 0.227, 0.239, 0.229, 0.232, 0.227, 0.217, 0.224, 0.215, 0.224, 0.216, 0.216, 0.172, 0.177, 0.199],
  "total_charge": 0,
  "energy_ev": -51632.390,
  "mol_weight_g_mol": 383.875,
  "smiles": "Fc1ccc(CO[C@@H](c2cccs2)c2cc3ccccc3nc2Cl)cc1",
  "largest_force_ha_per_bohr": 0.0553,
  "homo_lumo_gap_ev": 8.415,
  "spin_multiplicity": 1
}

[3]
{
  "formula": "C2H2O2PRu",
  "method": "the ωB97M-V functional and the def2-TZVPD basis",
  "elements": ["H", "P", "O", "C", "H", "C", "O", "Ru"],
  "coordinates": [[1.945, -3.611, -0.124], [1.075, 1.386, -0.055], [-0.226, 2.476, 0.322], [-0.973, 1.398, -0.033], [-1.805, 1.509, -0.733], [-0.345, 0.223, 0.450], [-0.497, -0.996, 0.361], [0.825, -2.385, -0.187]],
  "lowdin_spin": [0.248, 0.240, 0.288, 0.120, 0.001, 0.135, 0.338, 3.630],
  "total_charge": 2,
  "energy_ev": -18043.863,
  "mol_weight_g_mol": 190.080,
  "largest_force_ha_per_bohr": 0.0605,
  "homo_lumo_gap_ev": [6.307, 5.114],
  "spin_multiplicity": 6
}